{
  "formula": "C28H27ClN2O2Sn",
  "method": "ωB97M-V with the def2-TZVPD basis set",
  "elements": ["Sn", "Cl", "C", "C", "C", "C", "O", "C", "C", "N", "C", "C", "C", "C", "C", "C", "C", "C", "N", "C", "C", "H", "H", "H", "H", "H", "H", "H", "H", "H", "H", "C", "C", "C", "C", "C", "C", "C", "C", "C", "C", "C", "C", "O", "H", "H", "H", "H", "H", "H", "H", "H", "H", "H", "H", "H", "H", "H", "H", "H", "H"],
  "positions_angstrom": [[-0.517, 1.366, -0.742], [-7.633, -0.154, -2.724], [-6.094, 0.513, -2.514], [-5.962, 1.893, -2.227], [-4.729, 2.412, -2.001], [-3.549, 1.589, -2.037], [-2.427, 2.102, -1.790], [-3.696, 0.191, -2.389], [-2.570, -0.700, -2.592], [-1.382, -0.576, -2.123], [-0.399, -1.533, -2.455], [-0.645, -2.825, -2.864], [0.401, -3.705, -3.178], [1.706, -3.318, -3.052], [2.008, -2.011, -2.611], [3.331, -1.547, -2.449], [3.559, -0.253, -2.059], [2.458, 0.571, -1.812], [1.208, 0.162, -1.936], [0.953, -1.114, -2.325], [-4.960, -0.304, -2.628], [-6.845, 2.516, -2.187], [-4.594, 3.462, -1.781], [-2.791, -1.547, -3.242], [-1.656, -3.204, -2.937], [0.162, -4.703, -3.520], [2.512, -4.002, -3.283], [4.156, -2.224, -2.633], [4.559, 0.134, -1.934], [2.596, 1.606, -1.514], [-5.092, -1.348, -2.886], [0.502, -2.205, 0.738], [0.876, -1.981, 2.214], [-0.383, -1.893, 3.091], [1.752, -0.776, 2.437], [3.041, -0.910, 2.883], [3.824, 0.208, 3.196], [3.277, 1.498, 3.150], [1.997, 1.715, 2.713], [1.368, 3.081, 2.824], [0.132, 3.022, 3.736], [1.008, 3.742, 1.482], [1.253, 0.574, 2.183], [0.217, 0.741, 1.480], [0.077, -3.203, 0.624], [1.383, -2.127, 0.096], [-0.244, -1.479, 0.411], [1.456, -2.848, 2.537], [-0.998, -1.041, 2.800], [-0.115, -1.792, 4.142], [-0.978, -2.800, 2.977], [3.456, -1.902, 3.018], [4.844, 0.072, 3.531], [3.869, 2.337, 3.497], [2.109, 3.714, 3.314], [-0.634, 2.372, 3.312], [-0.290, 4.021, 3.848], [0.396, 2.651, 4.726], [-0.008, 3.477, 1.185], [1.707, 3.459, 0.689], [1.042, 4.825, 1.589]],
  "atomic_forces_ev_per_a": [[0.4, -0.5, -0.3], [0.1, 0.0, 0.0], [-0.2, 0.2, 0.0], [0.0, 0.0, 0.0], [-0.2, 0.1, 0.0], [0.2, 0.1, 0.0], [-0.2, 0.0, -0.1], [-0.4, 0.1, 0.0], [0.3, -0.2, 0.0], [-0.4, 0.6, 0.4], [0.4, -0.5, -0.1], [-0.2, 0.3, 0.1], [0.2, -0.1, 0.0], [-0.1, 0.0, 0.0], [-0.1, 0.1, -0.1], [0.0, 0.1, 0.0], [0.1, -0.1, 0.0], [-0.1, 0.1, 0.0], [-0.1, 0.4, 0.4], [0.0, -0.1, -0.2], [0.4, -0.2, 0.0], [0.0, 0.0, 0.0], [0.0, 0.0, 0.0], [0.0, 0.0, 0.0], [0.0, 0.0, 0.0], [0.0, 0.0, 0.0], [0.0, 0.0, 0.0], [0.0, 0.0, 0.0], [0.0, 0.0, 0.0], [0.1, 0.0, 0.1], [0.0, 0.0, 0.0], [0.2, 0.0, 0.2], [-0.3, 0.1, -0.2], [0.1, -0.1, -0.1], [0.1, 0.1, -0.1], [-0.1, -0.1, 0.0], [0.0, 0.1, 0.0], [0.0, 0.0, 0.1], [-0.1, 0.0, -0.1], [-0.3, 0.0, -0.1], [0.2, 0.1, 0.0], [0.1, -0.1, 0.1], [0.5, -0.2, 0.2], [-0.3, 0.2, -0.2], [0.0, 0.0, -0.1], [-0.1, -0.1, 0.0], [0.0, 0.0, 0.0], [0.0, 0.0, 0.0], [0.0, 0.0, 0.0], [-0.1, 0.0, 0.0], [0.0, 0.0, 0.0], [0.0, 0.0, 0.0], [0.0, 0.0, 0.0], [0.0, 0.0, 0.0], [0.0, 0.0, 0.0], [0.0, 0.0, 0.0], [0.0, 0.0, 0.0], [0.0, 0.0, 0.0], [0.0, 0.0, 0.0], [0.0, 0.1, 0.0], [0.0, 0.0, -0.1]],
  "lowdin_charge": [1.648, 0.856, -0.612, -0.040, 0.063, -0.321, -0.185, -0.093, -0.033, 0.040, -0.214, 0.018, -0.026, 0.013, -0.143, 0.042, -0.007, -0.106, -0.039, -0.195, -0.012, 0.131, 0.143, 0.139, 0.121, 0.126, 0.133, 0.138, 0.125, 0.120, 0.133, -0.045, -0.345, -0.038, -0.099, 0.000, 0.009, 0.002, -0.100, -0.352, -0.040, -0.074, -0.266, -0.205, 0.097, 0.080, 0.047, 0.139, 0.075, 0.094, 0.089, 0.128, 0.125, 0.130, 0.137, 0.076, 0.092, 0.093, 0.024, 0.071, 0.093],
  "charge": 2,
  "gap_ev": [5.020, 7.009],
  "energy_ev": -54888.431,
  "homo_energy_ev": [-13.72, -14.29]
}

{
  "formula": "C4H10N2O",
  "method": "ωB97M-V with the def2-TZVPD basis set",
  "elements": ["N", "C", "N", "C", "C", "C", "O", "H", "H", "H", "H", "H", "H", "H", "H", "H", "H"],
  "positions_angstrom": [[-2.488, 0.086, 0.265], [-1.501, -0.662, 1.061], [-0.143, -0.283, 0.759], [0.229, -0.399, -0.627], [1.748, -0.228, -0.794], [2.224, 1.175, -0.596], [1.577, 2.033, -0.053], [-2.269, 1.078, 0.319], [-3.421, 0.002, 0.655], [-1.634, -0.532, 2.133], [-1.628, -1.728, 0.833], [0.045, 0.651, 1.116], [-0.282, 0.259, -1.340], [-0.007, -1.421, -0.948], [2.082, -0.591, -1.768], [2.231, -0.861, -0.040], [3.238, 1.420, -0.975]],
  "atomic_forces_ev_per_a": [[0.0, 0.3, 0.1], [0.0, -0.1, -0.2], [-0.3, 0.3, 0.4], [0.7, -0.4, -0.6], [-0.5, -0.3, 0.1], [0.2, 0.1, 0.0], [-0.1, 0.1, 0.0], [0.0, -0.1, 0.0], [0.0, -0.2, 0.0], [0.0, 0.0, 0.2], [0.0, 0.1, 0.0], [0.0, -0.1, -0.2], [-0.1, 0.2, 0.2], [-0.1, 0.1, 0.1], [0.0, 0.1, 0.0], [0.2, 0.1, 0.0], [0.0, -0.1, 0.0]],
  "lowdin_charge": [-0.002, -0.324, -0.072, -0.256, -0.154, -0.265, 0.046, 0.066, 0.058, 0.104, 0.110, 0.100, 0.114, 0.119, 0.113, 0.125, 0.119],
  "charge": 0,
  "gap_ev": 10.055,
  "energy_ev": -9337.287,
  "homo_energy_ev": -9.00,
  "smiles": "NCNCCC=O"
}

{
  "formula": "C3H10N3",
  "method": "ωB97M-V with the def2-TZVPD basis set",
  "elements": ["N", "C", "N", "N", "H", "H", "H", "H", "H", "H", "C", "C", "H", "H", "H", "H"],
  "positions_angstrom": [[2.103, -1.231, -1.198], [0.796, -1.017, -0.755], [0.164, 0.073, -1.113], [0.169, -1.964, -0.050], [2.778, -1.305, -0.437], [2.193, -2.131, -1.656], [-0.550, 0.471, -0.481], [0.649, 0.724, -1.720], [-0.778, -1.754, 0.228], [0.764, -2.696, 0.288], [-1.841, 1.880, 0.661], [-0.895, 1.703, 1.581], [-1.782, 2.688, -0.058], [-2.743, 1.281, 0.694], [-0.093, 2.413, 1.742], [-0.934, 0.867, 2.272]],
  "atomic_forces_ev_per_a": [[0.3, -0.4, -0.2], [-0.3, -0.9, 0.1], [0.2, 0.5, 0.5], [0.7, 1.7, -0.8], [-0.2, 0.6, 0.1], [-0.2, 0.0, -0.3], [0.0, -0.1, -0.5], [0.1, -0.1, 0.2], [0.0, -0.7, 0.4], [-0.5, -0.4, 0.5], [0.1, 0.1, 0.4], [-0.2, 0.0, 0.0], [-0.2, 0.1, 0.1], [0.1, -0.2, -0.3], [0.2, -0.1, -0.3], [-0.2, 0.1, 0.2]],
  "lowdin_charge": [0.136, -0.445, 0.238, 0.231, 0.123, 0.114, 0.079, 0.150, 0.138, 0.136, -0.085, -0.067, 0.066, 0.065, 0.064, 0.058],
  "charge": 1,
  "gap_ev": 10.563,
  "energy_ev": -7736.662,
  "homo_energy_ev": -14.18
}

{
  "formula": "C32H60F15Mg2N4O13S5",
  "method": "ωB97M-V with the def2-TZVPD basis set",
  "elements": ["Mg", "Mg", "C", "C", "C", "N", "C", "C", "C", "C", "C", "C", "H", "H", "H", "H", "H", "H", "H", "H", "H", "H", "H", "H", "H", "H", "H", "H", "H", "H", "H", "H", "C", "C", "C", "N", "C", "C", "C", "C", "C", "C", "H", "H", "H", "H", "H", "H", "H", "H", "H", "H", "H", "H", "H", "H", "H", "H", "H", "H", "H", "H", "C", "C", "C", "N", "C", "C", "C", "C", "C", "C", "H", "H", "H", "H", "H", "H", "H", "H", "H", "H", "H", "H", "H", "H", "H", "H", "H", "H", "H", "H", "C", "F", "F", "F", "S", "O", "O", "O", "C", "F", "F", "F", "S", "O", "O", "O", "C", "F", "F", "F", "S", "O", "O", "O", "C", "F", "F", "F", "S", "O", "O", "N", "S", "O", "O", "C", "F", "F", "F"],
  "positions_angstrom": [[-1.745, -1.992, -2.637], [1.412, 0.154, -5.190], [-4.956, 7.049, -4.061], [-5.091, 6.324, -2.729], [-3.747, 5.938, -2.165], [-3.778, 5.065, -0.927], [-4.519, 5.789, 0.166], [-4.431, 5.154, 1.536], [-3.008, 4.790, 1.928], [-2.300, 4.052, 0.827], [-2.373, 4.767, -0.502], [-4.508, 3.813, -1.285], [-4.165, 6.564, -4.643], [-4.632, 8.087, -4.016], [-5.850, 6.960, -4.672], [-5.734, 5.451, -2.838], [-5.699, 6.940, -2.058], [-3.186, 6.836, -1.905], [-3.192, 5.334, -2.880], [-4.009, 6.755, 0.165], [-5.558, 5.881, -0.128], [-4.816, 5.907, 2.225], [-5.128, 4.317, 1.628], [-2.521, 5.758, 2.113], [-2.954, 4.293, 2.895], [-1.286, 3.765, 1.103], [-2.752, 3.074, 0.605], [-1.880, 5.746, -0.447], [-1.870, 4.276, -1.333], [-3.980, 3.365, -2.128], [-5.541, 4.010, -1.520], [-4.406, 3.116, -0.460], [4.657, 1.910, 7.785], [4.140, 1.468, 6.418], [3.045, 2.406, 5.977], [2.231, 1.994, 4.762], [1.048, 2.956, 4.639], [0.001, 2.492, 3.661], [-0.499, 1.089, 3.956], [0.682, 0.101, 3.979], [1.765, 0.579, 4.926], [3.099, 2.093, 3.558], [3.909, 1.809, 8.573], [5.075, 2.914, 7.824], [5.457, 1.219, 8.057], [3.907, 0.408, 6.470], [4.942, 1.565, 5.679], [3.432, 3.379, 5.674], [2.331, 2.588, 6.781], [0.666, 2.954, 5.657], [1.472, 3.884, 4.263], [-0.858, 3.158, 3.573], [0.380, 2.446, 2.630], [-0.990, 0.962, 4.929], [-1.214, 0.748, 3.208], [0.313, -0.872, 4.299], [0.991, -0.027, 2.935], [1.293, 0.593, 5.915], [2.594, -0.119, 4.945], [2.544, 1.881, 2.652], [3.908, 1.379, 3.697], [3.562, 3.076, 3.497], [2.783, -2.655, 1.381], [2.996, -3.862, 0.455], [2.845, -5.172, 1.211], [3.135, -6.424, 0.450], [2.964, -7.592, 1.405], [1.535, -7.784, 1.815], [0.565, -7.896, 0.662], [0.748, -6.727, -0.307], [2.189, -6.611, -0.702], [4.518, -6.424, -0.075], [1.828, -2.725, 1.906], [2.733, -1.751, 0.779], [3.608, -2.646, 2.092], [4.061, -3.829, 0.205], [2.390, -3.837, -0.447], [1.875, -5.293, 1.685], [3.530, -5.194, 2.066], [3.601, -7.374, 2.259], [3.357, -8.463, 0.881], [1.245, -7.047, 2.574], [1.540, -8.649, 2.490], [-0.462, -8.074, 0.964], [0.864, -8.809, 0.124], [0.399, -5.817, 0.191], [0.127, -6.880, -1.187], [2.363, -5.783, -1.389], [2.499, -7.519, -1.225], [4.629, -7.334, -0.660], [5.207, -6.457, 0.766], [4.716, -5.555, -0.690], [0.449, 1.030, -0.784], [0.697, -0.201, -0.358], [-0.459, 1.586, 0.016], [1.575, 1.742, -0.723], [-0.163, 0.967, -2.524], [-0.786, 2.218, -2.757], [1.011, 0.665, -3.343], [-1.077, -0.153, -2.532], [-1.764, -2.142, 1.913], [-2.519, -1.049, 2.024], [-0.464, -1.834, 2.043], [-2.098, -2.958, 2.892], [-2.112, -2.977, 0.303], [-1.614, -2.009, -0.722], [-1.362, -4.204, 0.308], [-3.529, -3.130, 0.294], [1.474, -4.351, -4.586], [1.250, -5.355, -3.752], [2.739, -4.338, -4.959], [0.671, -4.444, -5.621], [1.186, -2.755, -3.680], [2.200, -2.695, -2.688], [1.257, -1.654, -4.649], [-0.163, -2.846, -3.134], [-1.015, -1.615, -7.459], [-2.039, -2.349, -7.782], [-0.049, -2.344, -6.906], [-0.527, -1.016, -8.534], [-1.565, -0.335, -6.222], [-2.750, 0.165, -6.786], [-1.701, -0.974, -4.932], [-0.192, 0.679, -6.051], [-0.315, 2.055, -6.946], [0.994, 2.641, -6.926], [-0.946, 1.849, -8.190], [-1.373, 3.266, -6.023], [-1.779, 4.183, -6.879], [-2.494, 2.669, -5.582], [-0.713, 3.825, -5.027]],
  "atomic_forces_ev_per_a": [[0.2, 1.1, -0.1], [0.6, 0.0, 1.0], [0.9, -0.5, -0.7], [-1.2, 0.2, 0.3], [0.2, 0.1, 0.2], [-1.1, -0.3, -0.2], [0.6, 0.3, 0.1], [-0.4, -0.3, 0.3], [-0.1, 1.0, 0.2], [-0.2, -1.4, -0.6], [0.8, 1.3, -0.1], [1.0, -0.6, 0.2], [-0.1, -0.1, -0.1], [-0.3, 0.1, 0.4], [-0.2, 0.2, 0.2], [0.2, -0.2, -0.4], [0.5, 0.2, 0.2], [0.2, -0.1, 0.0], [0.1, 0.2, -0.2], [-0.4, 0.2, 0.2], [0.0, 0.2, -0.2], [0.0, 0.0, 0.0], [0.1, -0.1, -0.1], [0.3, -0.1, -0.2], [-0.2, -0.3, -0.1], [0.2, 0.5, -0.3], [-0.1, 0.0, 0.6], [-0.2, 0.0, 0.1], [-0.1, -0.5, 0.1], [-0.2, 0.1, -0.1], [-0.1, 0.0, 0.1], [-0.4, 0.0, 0.1], [0.4, -0.6, 0.3], [0.8, 0.6, -0.3], [-0.8, 0.2, -0.1], [0.1, -0.3, -0.9], [0.3, -0.6, -0.2], [-0.6, -1.0, -0.8], [0.2, -1.0, 0.6], [-0.5, 0.8, -1.0], [-1.1, -0.3, 0.7], [0.6, -0.1, 0.1], [-0.2, 0.1, -0.1], [-0.1, 0.1, -0.2], [0.1, 0.2, 0.1], [-0.5, 0.1, 0.0], [0.2, -0.2, 0.2], [0.3, 0.0, 0.3], [-0.1, -0.2, 0.0], [-0.2, 0.7, -0.1], [0.0, 0.3, 0.7], [0.2, 0.4, 0.5], [0.3, 0.2, 0.2], [-0.1, 0.6, -0.1], [0.0, 0.2, 0.0], [0.3, -0.1, 0.2], [0.5, 0.0, 0.2], [0.2, -0.2, 0.1], [0.3, 0.3, 0.0], [-0.1, -0.1, 0.0], [-0.1, -0.1, -0.2], [-0.3, 0.1, 0.0], [-0.6, -0.6, -0.3], [0.8, -0.3, 0.3], [-0.1, 0.3, 1.0], [-0.5, -0.1, 0.0], [0.4, 0.2, -0.3], [-0.4, -0.1, 1.8], [0.7, -0.9, -0.7], [-0.6, 0.0, 1.0], [0.1, 0.1, -0.8], [0.3, -0.4, 0.2], [0.1, -0.1, 0.1], [0.3, 0.1, 0.1], [-0.1, 0.4, 0.1], [-0.2, 0.2, -0.6], [0.0, 0.2, 0.0], [-0.2, 0.1, -0.4], [0.2, 0.1, -0.2], [0.1, -0.1, 0.0], [0.0, 0.0, 0.0], [-0.1, 0.4, -0.5], [-0.1, -0.4, -0.6], [0.0, 0.3, 0.2], [-0.2, 0.0, 0.0], [-0.1, 0.1, -0.3], [0.1, 0.1, -0.1], [0.0, 0.0, 0.1], [0.1, 0.0, 0.1], [0.2, 0.0, -0.1], [0.0, 0.1, 0.0], [-0.1, 0.0, -0.1], [0.5, -0.3, -0.2], [0.1, 0.0, 0.1], [-0.1, 0.0, -0.1], [-0.2, 0.0, 0.1], [-0.5, -0.1, -0.3], [-0.1, 0.8, 0.1], [0.7, 0.5, 0.5], [-0.3, 0.0, 0.5], [-0.3, -0.3, -0.5], [0.4, 0.4, -0.1], [-0.2, 0.3, -0.1], [0.1, -0.3, 0.2], [-0.3, -1.3, 0.0], [-0.3, -0.1, 0.3], [0.6, 0.4, 0.1], [-0.4, 0.5, -0.1], [-0.2, 0.7, 0.1], [0.0, 0.0, 0.1], [0.1, -0.2, -0.2], [0.0, -0.2, -0.1], [0.3, 0.6, 0.6], [0.4, -0.2, 0.3], [0.4, -1.0, -0.6], [0.0, -1.0, -0.5], [0.7, 0.7, -0.2], [-0.4, -0.4, 0.1], [0.0, -0.3, -0.1], [-0.1, 0.0, 0.2], [0.8, -0.7, 0.9], [-0.4, 1.2, -0.5], [0.3, -0.7, 0.2], [-3.6, 0.0, -1.6], [1.1, 0.6, -0.8], [0.4, -0.4, 0.8], [-0.6, -0.2, -0.2], [-1.2, -0.2, -0.2], [0.5, 0.3, -0.2], [0.5, -0.1, 0.5], [0.0, -0.1, 0.1]],
  "lowdin_charge": [0.944, 0.934, -0.072, -0.234, -0.127, -0.273, -0.101, -0.153, -0.179, -0.177, -0.103, 0.038, 0.076, 0.088, 0.088, 0.106, 0.119, 0.147, 0.134, 0.150, 0.137, 0.134, 0.127, 0.131, 0.113, 0.102, 0.112, 0.148, 0.127, 0.121, 0.106, 0.100, -0.078, -0.231, -0.133, -0.270, -0.071, -0.164, -0.171, -0.167, -0.107, 0.027, 0.088, 0.089, 0.088, 0.111, 0.117, 0.145, 0.138, 0.143, 0.145, 0.112, 0.105, 0.133, 0.101, 0.124, 0.103, 0.153, 0.130, 0.099, 0.110, 0.120, -0.072, -0.204, -0.136, -0.276, -0.100, -0.178, -0.155, -0.154, -0.117, 0.024, 0.062, 0.070, 0.083, 0.110, 0.093, 0.123, 0.147, 0.141, 0.148, 0.121, 0.138, 0.128, 0.129, 0.091, 0.133, 0.119, 0.148, 0.117, 0.123, 0.106, -0.644, 0.151, 0.145, 0.154, 0.576, -0.226, -0.315, -0.326, -0.663, 0.140, 0.108, 0.172, 0.536, -0.373, -0.268, -0.240, -0.671, 0.170, 0.183, 0.186, 0.614, -0.216, -0.340, -0.306, -0.681, 0.215, 0.130, 0.180, 0.703, -0.193, -0.312, -0.343, 0.619, -0.256, -0.209, -0.673, 0.180, 0.125, 0.155],
  "charge": 3,
  "gap_ev": 9.469,
  "energy_ev": -172546.656,
  "homo_energy_ev": -16.27
}